No. 1
{
  "formula": "C11H17AlBrCl2F3INO8",
  "method": "wB97M-V/def2-TZVPD",
  "largest_force_ev_per_a": 2.02,
  "energy_ha": -5419.81374,
  "lumo_ev": -6.962,
  "e_homo_ev": -8.441,
  "symbols": ["C", "C", "Br", "C", "C", "I", "C", "N", "O", "C", "O", "C", "F", "F", "F", "H", "H", "H", "H", "H", "H", "H", "H", "H", "H", "C", "Cl", "Cl", "H", "H", "C", "O", "O", "O", "H", "Al", "C", "C", "O", "O", "H", "H", "H", "O", "H"],
  "coordinates": [[4.76211, 0.44503, 0.45753], [3.72844, 0.92381, -0.54003], [3.58651, -0.31276, -2.05066], [2.36939, 1.36565, 0.01536], [1.63516, 0.46964, 1.00650], [2.38195, 0.72272, 3.04541], [1.66901, -1.03426, 0.73551], [0.71853, -1.39443, -0.31044], [0.23755, 0.77672, 1.10024], [-0.13090, 2.06042, 0.96729], [0.28050, 3.00629, 1.56754], [-1.27144, 2.21511, -0.06319], [-0.99757, 1.57983, -1.21323], [-2.40244, 1.71844, 0.45786], [-1.48317, 3.49994, -0.32014], [4.78775, 1.10266, 1.32444], [5.74570, 0.51369, -0.00156], [4.64089, -0.58498, 0.77454], [4.14608, 1.81298, -0.99845], [1.71610, 1.51603, -0.84826], [2.53141, 2.35792, 0.43086], [2.67394, -1.36935, 0.48308], [1.36275, -1.52884, 1.65282], [0.79122, -2.37293, -0.54816], [0.88055, -0.85263, -1.14785], [-2.07288, -0.45214, -3.31711], [-3.06194, -1.78276, -4.02603], [-0.36079, -0.72054, -3.55936], [-2.35726, 0.47629, -3.80085], [-2.28597, -0.42297, -2.25470], [2.19426, 1.70210, 6.36547], [1.12312, 1.19831, 5.93325], [2.07519, 2.71633, 7.26550], [3.31440, 1.34609, 6.00179], [1.10967, 2.78912, 7.35446], [-4.27890, -3.37697, -5.52264], [-5.83613, -3.23673, -0.78811], [-4.92163, -3.79956, -1.88666], [-5.26924, -3.59073, -3.08452], [-3.91611, -4.40581, -1.49649], [-6.68860, -2.72050, -1.22629], [-6.19392, -4.05006, -0.15956], [-5.27397, -2.54014, -0.16776], [-0.79675, 2.27278, -4.26197], [-0.86256, 1.96122, -3.34542]],
  "forces_ev_per_a": [[0.4, -0.1, -0.2], [0.1, 0.3, 0.4], [0.0, -0.1, 0.1], [0.0, -0.1, -0.4], [0.2, -0.5, 0.5], [0.0, 0.1, 0.5], [-0.5, -0.4, -0.4], [-0.2, 0.3, 0.1], [0.2, 0.4, -0.6], [0.0, 0.6, 0.4], [0.1, -0.5, -0.3], [-0.6, 0.4, 0.6], [0.0, -0.1, 0.1], [0.1, -0.2, -0.3], [0.2, -0.2, -0.2], [-0.1, 0.0, 0.1], [0.1, -0.1, -0.1], [-0.2, -0.1, 0.1], [-0.1, 0.1, -0.2], [-0.1, 0.0, 0.0], [-0.1, 0.0, 0.2], [0.3, 0.3, 0.3], [0.0, -0.2, 0.0], [0.1, -0.1, 0.0], [0.1, -0.1, -0.2], [0.1, 0.3, 0.0], [0.4, 0.5, 0.6], [0.1, 0.0, -0.1], [0.0, -0.1, -0.2], [-0.1, -0.3, 0.0], [0.1, 0.6, 0.5], [0.1, -0.1, -0.5], [-0.3, -0.8, -0.5], [0.2, -0.1, -0.3], [0.1, 0.4, 0.3], [-0.9, -0.7, 1.2], [-0.2, 0.1, -0.3], [0.3, -0.2, 0.9], [0.1, 0.2, -2.0], [0.0, 0.1, -0.3], [0.0, 0.0, 0.0], [0.1, 0.0, 0.0], [0.1, -0.1, 0.0], [-0.1, -0.2, 0.1], [0.2, 0.3, 0.0]]
}

***

No. 2
{
  "formula": "C5H10O2",
  "method": "wB97M-V/def2-TZVPD",
  "de_lowest_kcal_mol": 45.5,
  "largest_force_ev_per_a": 0.53,
  "energy_ha": -346.95285,
  "smiles": "C/C=C/CC=O.O",
  "lumo_ev": 0.955,
  "e_homo_ev": -9.529,
  "symbols": ["C", "C", "C", "C", "C", "O", "H", "H", "H", "H", "H", "H", "H", "H", "O", "H", "H"],
  "coordinates": [[-2.55282, -0.29348, -0.10519], [-1.24980, 0.39022, -0.40851], [-0.18189, 0.31783, 0.38471], [1.09672, 1.07818, 0.15571], [2.34514, 0.34620, 0.59885], [3.30418, 0.15901, -0.11141], [-3.07199, -0.62946, -1.00796], [-2.40561, -1.15818, 0.55065], [-3.21634, 0.40725, 0.41337], [-1.19971, 1.00644, -1.30849], [-0.20720, -0.33488, 1.25894], [1.04879, 1.99688, 0.75911], [1.22219, 1.37282, -0.89193], [2.35282, 0.01611, 1.65990], [0.81941, -1.88630, -0.84393], [0.06596, -1.31073, -1.03951], [1.57331, -1.42202, -1.22852]],
  "forces_ev_per_a": [[-0.1, 0.0, 0.1], [0.1, 0.1, 0.2], [-0.2, 0.2, 0.0], [0.0, 0.1, -0.1], [0.2, 0.0, -0.2], [-0.5, 0.0, 0.3], [0.1, 0.0, 0.1], [0.0, 0.1, -0.1], [0.0, -0.1, -0.1], [0.0, 0.0, 0.2], [-0.1, 0.2, -0.1], [0.1, 0.0, 0.0], [-0.1, 0.0, 0.2], [0.0, 0.0, -0.1], [0.2, -0.1, -0.3], [0.2, -0.2, 0.1], [0.0, -0.2, 0.0]]
}

***

No. 3
{
  "formula": "H3O5",
  "method": "wB97M-V/def2-TZVPD",
  "de_lowest_kcal_mol": 44.1,
  "largest_force_ev_per_a": 5.15,
  "energy_ha": -377.23504,
  "total_charge": 1,
  "lumo_ev": [-8.323, -8.335],
  "e_homo_ev": [-17.740, -17.742],
  "symbols": ["O", "O", "O", "O", "O", "H", "H", "H"],
  "coordinates": [[1.56295, -0.34091, -0.57230], [-0.83895, -1.13218, -0.26247], [-0.98290, 1.07865, 1.20502], [1.11231, 0.31513, 0.38598], [-0.48388, 0.56918, 0.16310], [1.87510, 0.22031, -1.42211], [-0.92554, -0.99183, -1.24392], [-0.56452, 0.69800, 1.95620]],
  "forces_ev_per_a": [[1.2, -0.8, -3.2], [-0.1, 2.6, 0.6], [-2.0, 1.2, 0.1], [0.8, 1.8, 1.2], [0.2, -3.3, -4.0], [-0.8, -0.5, 2.5], [-0.2, 0.0, 0.7], [0.9, -1.1, 2.0]]
}